[1]
Molecular formula: C37H83BNO26
Method: DFT, ωB97M-V/def2-TZVPD

Element x y z (Å)
O 2.30461 1.06075 -3.61060
C 1.48520 1.15617 -2.67924
O 1.41779 0.44159 -1.62703
B 0.28182 0.85912 -0.75722
O -0.40654 1.88326 -1.60195
C 0.29003 2.13088 -2.68849
O 0.00887 2.88575 -3.59210
O 0.72601 1.37105 0.55525
C 0.32368 0.53995 1.53701
O 0.58534 0.54603 2.77721
C -0.62832 -0.48824 0.82018
O -0.64352 -0.26204 -0.43316
O -1.38407 -1.23388 1.42920
C 4.64086 2.60484 3.72595
N 4.12334 2.93103 5.12369
O 3.27495 3.76169 5.31759
O 4.71390 2.31606 6.03829
H 5.72841 2.60123 3.79894
H 4.21590 3.31975 3.02139
H 4.24314 1.60020 3.58233
C -0.14973 -2.95713 7.26555
O 0.11277 -1.93973 8.20659
C 1.48241 -1.77212 8.55489
C 1.48960 -0.57094 9.53288
O 0.97394 -0.88324 10.81881
C 0.56592 0.22509 11.64566
H 0.04000 -2.70876 6.22132
H -1.18203 -3.30387 7.31284
H 0.36022 -3.90751 7.42308
H 2.10348 -1.51219 7.69768
H 1.96228 -2.64012 9.00700
H 1.05161 0.28654 9.02199
H 2.50944 -0.25695 9.75522
H 1.33187 0.99381 11.74817
H 0.31899 -0.12600 12.64759
H -0.35421 0.66104 11.25655
C -6.21602 -1.33527 9.41219
O -5.78177 -0.44694 8.37392
C -4.42857 -0.66733 7.96837
C -4.17301 -0.01516 6.62632
O -5.25969 -0.05707 5.73727
C -5.73902 -1.29157 5.27863
H -6.22849 -2.36928 9.06755
H -7.25395 -1.09119 9.63848
H -5.65315 -1.12418 10.32143
H -4.26690 -1.73195 7.79941
H -3.71301 -0.41245 8.75011
H -3.33732 -0.56179 6.18937
H -3.79183 0.95720 6.93826
H -5.02022 -1.66322 4.54835
H -6.66120 -1.07669 4.73871
H -5.90949 -2.05877 6.03391
C 3.33184 -0.61171 -8.72100
O 2.98994 0.36182 -9.69655
C 2.70743 1.65129 -9.13752
C 1.28051 1.90552 -8.71112
O 0.21103 1.71166 -9.63496
C 0.09463 0.45419 -10.17741
H 2.52807 -0.91283 -8.04915
H 4.32683 -0.47721 -8.29674
H 3.41738 -1.46948 -9.38809
H 2.98201 2.30806 -9.96297
H 3.32583 1.91498 -8.27953
H 1.18587 2.98109 -8.56180
H 0.96441 1.34099 -7.83392
H -0.77302 0.48354 -10.83653
H -0.07467 -0.38599 -9.50397
H 0.90998 0.22201 -10.86254
C -5.89378 4.34717 -1.39196
O -5.27177 5.54125 -0.98277
C -3.87252 5.50267 -0.57094
C -3.65263 4.52828 0.70009
O -4.08764 5.11594 1.95882
C -4.05352 4.26462 3.06386
H -5.23344 3.75175 -2.02247
H -6.85709 4.59546 -1.83749
H -6.11087 3.81176 -0.46768
H -3.57225 6.53318 -0.38125
H -3.24647 5.07928 -1.35638
H -2.59127 4.37098 0.89208
H -4.12390 3.58596 0.42073
H -4.14749 4.83143 3.99014
H -3.18563 3.60582 3.03491
H -4.98132 3.71841 2.89370
C -3.89986 0.38660 -5.90433
O -3.58955 -1.00435 -5.70513
C -2.38129 -1.34295 -5.05548
C -2.44411 -2.77938 -4.52494
O -2.75661 -3.64710 -5.61436
C -2.96559 -4.96646 -5.22472
H -3.09721 0.84888 -6.47892
H -4.13783 0.83706 -4.94072
H -4.85167 0.50774 -6.42153
H -2.29251 -0.65658 -4.21339
H -1.60973 -1.18177 -5.80837
H -3.23665 -2.82758 -3.77817
H -1.46427 -2.97682 -4.09015
H -3.07881 -5.50812 -6.16380
H -3.83774 -5.07358 -4.57974
H -2.15516 -5.38390 -4.62718
C 6.92797 4.14297 -9.63988
O 6.22652 5.04924 -8.80139
C 6.77952 6.33631 -8.54678
C 5.88713 7.27131 -7.65053
O 5.60032 6.65748 -6.34881
C 4.67457 5.60826 -6.32700
H 6.26134 3.33421 -9.93924
H 7.80522 3.69399 -9.17411
H 7.24805 4.61526 -10.56863
H 6.97966 6.81921 -9.50327
H 7.75282 6.18352 -8.08048
H 4.95348 7.54775 -8.14038
H 6.25904 8.23509 -7.30281
H 4.19812 5.68176 -5.34941
H 5.13809 4.67115 -6.01865
H 3.90241 5.57928 -7.09579
C 5.11966 -2.02681 1.48223
O 6.36928 -1.96910 2.08110
C 7.05941 -3.23615 2.18320
C 8.48969 -3.02340 2.66261
O 8.47413 -2.71064 4.06179
C 8.10062 -1.33667 4.41754
H 5.11977 -2.71496 0.63692
H 4.76700 -1.09160 1.04737
H 4.38600 -2.33820 2.22578
H 7.08013 -3.87477 1.30012
H 6.60221 -3.80983 2.98940
H 8.88493 -2.17253 2.10773
H 8.98032 -3.97848 2.47497
H 8.71928 -0.58057 3.93414
H 8.25204 -1.10598 5.47203
H 7.07998 -1.12223 4.10067
C -5.29832 -7.00766 3.69200
O -5.46028 -6.05984 2.57326
C -4.39803 -5.86143 1.66140
C -4.74842 -5.05690 0.46119
O -5.12542 -5.85929 -0.66683
C -6.46603 -6.42189 -0.60889
H -6.24309 -6.86320 4.21605
H -4.40339 -6.92474 4.30870
H -5.31066 -8.05286 3.38296
H -4.16796 -6.89940 1.42100
H -3.60879 -5.47334 2.30527
H -3.89901 -4.47827 0.09815
H -5.45685 -4.29075 0.77621
H -6.65698 -7.07696 0.24112
H -6.73177 -6.79331 -1.59860
H -7.31606 -5.77675 -0.38677

Its spin multiplicity is 1. Its LUMO energy is 1.93 eV. The calculation puts the highest occupied orbital energy at -7.6 eV. The charge is -1. The value obtained for the total energy is -3495.118776 Ha. As for the HOMO-LUMO gap: 9.51 eV.

Here are the Löwdin charges for atoms 1 to 5, given in e:
1. O 0.0877
2. C -0.4046
3. O 0.2427
4. B -0.8005
5. O 0.2185



[2]
Molecular formula: C37H87ClN9O9P2
Method: DFT, ωB97M-V/def2-TZVPD

Element x y z (Å)
C -7.58572 0.46503 5.15816
C -6.78791 0.79689 3.80781
C -7.26405 -0.29351 2.71340
C -6.82058 0.26149 1.27728
C -5.54564 -0.57184 0.72850
C -4.40301 0.52271 0.40575
C -4.84308 1.32098 -0.94167
C -3.67578 1.36126 -2.02902
C -3.00678 2.78467 -2.24558
C -2.65487 3.54642 -0.85823
N -1.44491 4.36261 -1.09049
C -0.17025 3.96832 -1.01879
N 0.94034 4.84670 -1.28381
C 2.08313 4.02900 -1.05928
P 3.83462 4.70140 -1.28139
N 4.54576 5.11496 0.09309
N 1.61137 2.75437 -0.67406
C 2.64180 1.73903 -0.35717
C 2.82353 0.62592 -1.48602
O 4.04923 0.74923 -2.21870
C 4.67799 -0.51817 -2.49130
C 3.75263 -1.57402 -3.24170
N 0.24831 2.66879 -0.65812
C -0.44769 1.42819 -0.26730
C -0.47759 1.26774 1.35001
C -0.12147 -0.25675 1.73029
Cl -1.37402 -1.42254 1.01299
P -1.70875 6.07092 -1.57627
N -1.11822 6.99840 -0.41976
O -0.98505 6.38509 -3.09395
O -3.33735 6.45198 -1.75864
H -8.44529 1.18705 5.28189
H -6.86191 0.57822 6.02002
H -8.00294 -0.58625 5.13886
H -5.65802 0.73505 3.92083
H -7.05254 1.85130 3.47992
H -8.38079 -0.50534 2.78917
H -6.74425 -1.26391 3.00666
H -7.67202 0.27591 0.51588
H -6.53017 1.35650 1.41645
H -5.84950 -1.15438 -0.19826
H -5.13896 -1.28475 1.52287
H -3.42986 -0.04696 0.26431
H -4.35924 1.30614 1.22635
H -5.67754 0.68076 -1.39289
H -5.31901 2.32289 -0.71367
H -2.94605 0.52258 -1.79955
H -4.15565 1.07865 -3.02930
H -2.08154 2.78385 -2.89566
H -3.78155 3.43840 -2.77228
H -2.56591 2.81872 0.01693
H -3.58929 4.15921 -0.62391
H 3.76465 5.87483 -2.11731
H 4.59263 3.63746 -1.87855
H 4.78752 6.11234 -0.00664
H 2.30385 1.21730 0.60411
H 3.66388 2.17044 -0.11329
H 2.70349 -0.39554 -0.97866
H 1.95713 0.70309 -2.21994
H 5.54284 -0.29114 -3.20570
H 5.17829 -0.98898 -1.57665
H 2.87591 -1.12167 -3.79306
H 4.33457 -2.28320 -3.91734
H 3.30237 -2.24645 -2.43861
H 0.15355 0.53068 -0.64531
H -1.48596 1.29727 -0.68344
H -1.51848 1.42922 1.76790
H 0.32304 1.89270 1.85407
H 0.87159 -0.57414 1.26488
H -0.04759 -0.41927 2.84454
H -0.72831 6.40967 0.32370
H -1.24205 7.31508 -3.30040
H -3.62268 6.18810 -2.65931
C 4.42160 -5.82627 4.49045
O 3.34698 -6.40873 3.76892
C 2.07041 -5.89290 4.14005
C 1.47163 -5.06504 3.00630
N 2.19937 -3.80780 2.82839
C 1.84158 -3.09093 1.60533
C 2.16416 -3.77019 0.27147
O 3.55608 -3.89524 0.01314
C 4.16620 -5.04690 0.58098
H 5.32831 -6.38465 4.25372
H 4.57389 -4.78446 4.19373
H 4.24908 -5.88512 5.56852
H 2.11117 -5.32200 5.07439
H 1.42221 -6.75724 4.31513
H 0.42413 -4.84504 3.23398
H 1.50593 -5.67588 2.09771
H 3.19350 -4.00173 2.80520
H 2.38328 -2.13819 1.63579
H 0.77444 -2.84747 1.63822
H 1.77226 -3.12258 -0.52153
H 1.65358 -4.73084 0.15054
H 3.48206 -5.89633 0.63784
H 4.56741 -4.81436 1.56896
H 5.01050 -5.32754 -0.05287
C -0.67279 -0.56818 7.10266
O -1.28844 -1.83478 6.93409
C -2.20196 -2.16375 7.98113
C -3.63835 -2.16940 7.46516
N -4.09664 -0.81380 7.16134
C -5.36320 -0.77193 6.42835
C -5.38267 -1.37696 5.01808
O -4.59841 -0.66040 4.07013
C -3.22444 -1.01553 4.04498
H 0.11209 -0.47200 6.35014
H -1.39315 0.24099 6.95167
H -0.21686 -0.48094 8.09258
H -2.09093 -1.50338 8.84830
H -1.94958 -3.17692 8.30948
H -4.29275 -2.60830 8.22419
H -3.66681 -2.80742 6.57480
H -3.39174 -0.34349 6.60660
H -5.63654 0.28463 6.34184
H -6.14059 -1.24791 7.03452
H -6.41398 -1.31218 4.65590
H -5.13033 -2.44266 5.01091
H -3.05766 -2.06580 4.29635
H -2.65464 -0.36782 4.71582
H -2.85353 -0.84065 3.03246
C 5.43018 -0.41433 -10.75644
O 4.81535 0.80987 -10.38480
C 3.52266 0.64173 -9.80776
C 3.54161 1.00083 -8.32424
N 4.28393 0.00712 -7.54889
C 4.55624 0.41982 -6.17157
C 5.46308 1.64128 -5.96530
O 6.81148 1.43405 -6.36250
C 7.06669 1.66170 -7.74059
H 6.33318 -0.17988 -11.32174
H 5.71929 -0.99149 -9.87364
H 4.76821 -1.01019 -11.39082
H 3.12553 -0.36648 -9.97051
H 2.85643 1.34089 -10.32338
H 2.51350 1.05231 -7.95203
H 3.99222 1.99509 -8.23105
H 5.16847 -0.17601 -8.00740
H 5.03193 -0.43530 -5.68093
H 3.60444 0.58746 -5.65585
H 5.50016 1.83380 -4.88746
H 5.05565 2.55229 -6.41732
H 6.42312 2.43771 -8.16186
H 6.96124 0.73249 -8.30384
H 8.10535 1.98454 -7.84162

Its spin multiplicity is 1. Its LUMO energy is -3.41 eV. The calculation puts the highest occupied orbital energy at -10.3 eV. The charge is +1. The value obtained for the total energy is -3774.210403 Ha. As for the HOMO-LUMO gap: 6.93 eV.

Here are the Löwdin charges for atoms 1 to 5, given in e:
1. C -0.1273
2. C -0.2261
3. C -0.1924
4. C -0.1839
5. C -0.1790



[3]
Molecular formula: C37H91Cl6N5O11
Method: DFT, ωB97M-V/def2-TZVPD

Element x y z (Å)
Cl 3.22782 -0.87258 0.21740
C 4.57628 -1.94801 -0.15986
C 4.15651 -3.42306 -0.24691
Cl 2.92920 -3.63240 -1.54372
H 5.36364 -1.95150 0.59388
H 5.11713 -1.58859 -1.03530
H 3.65595 -3.66386 0.69093
H 4.93344 -4.15937 -0.45264
Cl -0.64516 -2.68232 -4.36108
C -1.26691 -3.91070 -3.17863
C -2.06911 -3.27516 -2.05992
Cl -0.95951 -2.22107 -1.12460
H -0.37851 -4.30571 -2.68585
H -1.77461 -4.74962 -3.65461
H -2.30839 -4.06128 -1.34378
H -3.02837 -2.90834 -2.42512
Cl 1.54542 1.42164 2.42472
C 1.45756 2.17634 0.83637
C 2.00498 3.56417 0.70189
Cl 3.74909 3.42443 0.36682
H 0.42601 2.22505 0.48761
H 2.04677 1.51031 0.20603
H 1.78578 4.18854 1.56804
H 1.67641 4.07835 -0.20130
C 0.45352 -0.58317 0.68867
O -0.09420 -0.04030 -0.51788
H 1.47881 -0.94036 0.59223
H 0.38933 0.17027 1.47371
H -0.03500 -1.36724 1.26719
H -0.07075 -0.59823 -1.29876
C -4.53983 -2.47633 5.60179
O -3.43263 -2.24794 6.44930
C -2.68110 -1.11158 6.15093
C -1.69311 -1.34745 5.00458
N -1.10677 -0.07010 4.51761
C -1.66615 0.34305 3.25433
C -1.18353 1.75820 2.78396
O -1.89748 1.92683 1.54780
C -1.28644 2.88117 0.56118
H -5.39837 -2.37419 6.26555
H -4.57403 -3.50846 5.25302
H -4.71064 -1.83650 4.73604
H -2.01241 -0.77010 6.94108
H -3.21333 -0.18224 5.94805
H -2.10414 -1.97501 4.21379
H -0.87024 -1.97890 5.33964
H -0.14440 -0.25170 4.27073
H -2.75521 0.38509 3.23778
H -1.47490 -0.36790 2.45055
H -0.10262 1.62057 2.75586
H -1.53100 2.43194 3.56720
H -2.08284 3.21258 -0.10518
H -0.46572 2.34025 0.09009
H -0.82842 3.74652 1.04020
C -1.21902 1.93582 -1.21708
O -1.16756 2.70369 -2.40106
C -0.58192 2.14478 -3.61343
C 0.85216 1.60845 -3.48818
N 1.71225 2.72544 -3.38317
C 3.01246 2.37271 -2.87418
C 4.08811 3.48419 -3.22839
O 5.43461 3.20310 -2.79565
C 6.20175 2.63791 -3.88029
H -2.03865 1.22056 -1.28573
H -1.48141 2.65274 -0.43909
H -0.28970 1.47288 -0.88519
H -0.72664 2.82662 -4.45144
H -1.07651 1.18323 -3.75092
H 1.16139 0.84750 -4.20471
H 1.04495 1.07494 -2.55743
H 1.32311 3.44254 -2.78783
H 3.30688 1.52161 -3.48821
H 2.97884 2.26341 -1.79019
H 3.64759 4.31687 -2.68003
H 4.04172 3.70942 -4.29386
H 6.04316 3.07115 -4.86784
H 5.83512 1.64170 -4.12773
H 7.27064 2.66988 -3.66921
C -2.22629 0.24764 0.43024
O -3.35028 -0.26893 -0.29900
C -4.37658 -0.74099 0.57494
C -5.56063 -1.33629 -0.25112
N -5.13823 -2.53507 -0.95886
C -5.92040 -2.71611 -2.18193
C -5.16039 -1.91420 -3.35034
O -4.20764 -2.66227 -4.06228
C -4.84067 -3.32066 -5.19851
H -1.80975 -0.46026 1.14680
H -2.54432 1.16968 0.91686
H -1.51231 0.48080 -0.35969
H -4.72842 0.12719 1.13224
H -4.01052 -1.51961 1.24415
H -5.85165 -0.58567 -0.98596
H -6.36725 -1.56862 0.44420
H -4.14283 -2.40894 -1.07442
H -6.97617 -2.51972 -1.99516
H -5.73102 -3.77805 -2.33852
H -4.73374 -0.98157 -2.98116
H -5.92490 -1.58535 -4.05423
H -5.02375 -2.57747 -5.97456
H -5.72297 -3.92419 -4.98544
H -3.95704 -3.83166 -5.58082
C -1.73234 4.23442 8.38351
O -1.16385 3.05242 8.91857
C -0.32741 2.33961 8.03871
C -0.90303 1.73228 6.75818
N 0.08392 1.25187 5.79466
C 1.03755 0.19107 6.16972
C 1.79629 -0.34591 4.99222
O 0.84613 -0.71219 3.94208
C 1.57706 -1.24447 2.77950
H -0.92685 4.96860 8.39947
H -2.49029 4.49590 9.12190
H -2.08926 3.97424 7.38700
H -0.00024 1.52571 8.68573
H 0.56592 2.88338 7.73152
H -1.46831 2.41134 6.11989
H -1.47994 0.82079 6.91462
H -0.33348 0.75700 5.01943
H 0.41244 -0.59097 6.60069
H 1.66630 0.53298 6.99184
H 2.33273 -1.27686 5.17572
H 2.51662 0.35552 4.57125
H 1.05321 -1.58005 1.88448
H 2.23175 -2.04995 3.11221
H 2.36756 -0.61246 2.37481
C 2.24738 0.03845 -8.23514
O 2.92662 0.44249 -7.09554
C 3.59609 -0.57774 -6.37391
C 4.48619 -0.00969 -5.29209
N 3.84518 0.11083 -3.99003
C 3.72011 -1.10165 -3.14604
C 2.92422 -0.74670 -1.84452
O 1.57139 -0.36148 -2.02361
C 0.69537 -1.38403 -2.37084
H 1.36789 -0.54399 -7.96061
H 2.89458 -0.51429 -8.91611
H 1.92367 0.90747 -8.80795
H 4.21127 -0.97808 -7.17977
H 2.84154 -1.31046 -6.08782
H 4.75839 1.01007 -5.56427
H 5.41747 -0.57416 -5.33921
H 2.96371 0.59767 -3.91193
H 4.71025 -1.41464 -2.81472
H 3.35601 -1.98597 -3.66902
H 3.32571 0.13721 -1.34892
H 3.12926 -1.58674 -1.18090
H 0.92468 -1.54408 -3.42436
H -0.30137 -0.95262 -2.27863
H 0.74847 -2.31707 -1.80983

Its spin multiplicity is 1. Its LUMO energy is 0.10 eV. The calculation puts the highest occupied orbital energy at -6.7 eV. The charge is 0. The value obtained for the total energy is -5325.034176 Ha. As for the HOMO-LUMO gap: 6.81 eV.

Here are the Löwdin charges for atoms 1 to 5, given in e:
1. Cl 0.9102
2. C -0.4666
3. C -0.5013
4. Cl 0.7107
5. H 0.1019